[1]
This record from the Open Molecules 2025 dataset describes a structure of composition C58H55HfNOS3Sb3 in a non-equilibrium geometry. The level of theory is ωB97M-V with the def2-TZVPD basis set.

Geometry (Å):
Hf1 13.036 10.935 15.901
C1 14.392 16.490 18.433
C2 12.967 16.298 17.823
C3 11.876 15.561 18.535
Sb1 12.330 13.556 19.053
C4 13.115 13.676 21.073
C5 12.308 13.817 22.328
C6 12.878 14.222 23.491
C7 14.290 14.036 23.611
C8 15.017 13.570 22.549
C9 14.551 13.667 21.235
C10 10.345 12.710 19.477
C11 10.066 11.403 19.961
C12 8.808 10.899 20.054
C13 7.748 11.656 19.577
C14 7.888 13.016 19.316
C15 9.210 13.479 19.230
Sb2 15.699 15.119 17.533
C16 14.936 15.528 15.447
C17 13.830 14.851 14.958
C18 13.729 14.634 13.529
C19 14.436 15.404 12.673
C20 15.246 16.394 13.228
C21 15.561 16.510 14.638
C22 17.483 16.544 17.513
C23 17.396 17.873 17.926
C24 18.355 18.819 17.688
C25 19.571 18.426 17.168
C26 19.806 17.073 16.976
C27 18.727 16.103 17.130
H1 14.427 16.436 19.478
H2 14.596 17.529 18.245
H3 12.970 15.767 16.879
H4 12.501 17.299 17.697
H5 10.859 15.618 17.974
H6 11.657 15.892 19.569
H7 11.266 13.399 22.123
H8 12.275 14.567 24.344
H9 14.832 14.123 24.527
H10 16.127 13.209 22.487
H11 15.327 13.759 20.375
H12 10.923 10.789 20.066
H13 8.676 9.895 20.253
H14 6.674 11.311 19.625
H15 7.004 13.576 19.046
H16 9.334 14.473 18.868
H17 13.177 14.295 15.607
H18 12.878 14.079 13.245
H19 14.245 15.451 11.612
H20 15.737 17.192 12.713
H21 16.296 17.270 14.974
H22 16.483 18.131 18.429
H23 18.249 19.827 18.113
H24 20.323 19.252 16.905
H25 20.809 16.726 16.772
H26 18.904 15.005 17.034
O1 15.109 11.831 17.069
H27 14.948 12.796 16.980
H28 15.967 11.667 16.750
H29 12.390 12.635 15.764
S1 14.713 7.890 17.179
C28 14.073 9.212 16.778
N1 11.044 10.131 16.318
S2 10.411 8.962 15.264
C29 8.979 9.678 14.409
C30 8.961 11.037 14.078
C31 7.966 11.567 13.323
C32 6.970 10.825 12.766
C33 6.938 9.469 13.153
C34 7.972 8.922 13.925
C35 9.742 7.724 16.325
C36 8.719 7.965 17.233
C37 8.372 6.885 18.051
C38 9.011 5.618 18.002
C39 9.919 5.486 16.982
C40 10.352 6.473 16.136
H30 10.351 10.507 17.011
H31 9.776 11.719 14.323
H32 8.090 12.604 13.000
H33 6.190 11.334 12.171
H34 6.070 8.933 12.814
H35 7.917 7.841 14.103
H36 8.246 8.928 17.211
H37 7.505 6.980 18.725
H38 8.701 4.895 18.711
H39 10.354 4.513 16.864
H40 11.065 6.378 15.376
S3 13.428 9.933 13.925
Sb3 12.925 14.092 8.805
C41 10.932 14.699 8.771
C42 10.428 15.150 9.964
C43 9.061 15.328 10.060
C44 8.241 15.180 8.957
C45 8.814 14.742 7.730
C46 10.162 14.523 7.651
C47 13.360 13.850 6.809
C48 14.429 14.646 6.317
C49 14.822 14.564 4.974
C50 14.156 13.704 4.106
C51 13.169 12.904 4.566
C52 12.768 12.964 5.874
C53 12.399 11.924 9.191
C54 11.095 11.451 8.964
C55 10.835 10.064 8.794
C56 11.882 9.161 9.014
C57 13.148 9.681 9.285
C58 13.388 11.030 9.333
H41 11.044 15.249 10.822
H42 8.665 15.650 10.993
H43 7.194 15.371 8.999
H44 8.256 14.612 6.831
H45 10.670 14.155 6.688
H46 14.995 15.400 6.845
H47 15.594 15.224 4.546
H48 14.383 13.653 3.050
H49 12.537 12.328 3.869
H50 11.925 12.356 6.250
H51 10.239 12.117 8.939
H52 9.804 9.789 8.611
H53 11.718 8.157 8.924
H54 13.908 8.957 9.393
H55 14.443 11.323 9.392

LUMO energy (spin up / spin down) = -6.1 / -8.7 eV
gap between HOMO and LUMO (spin up / spin down) = 4.99 / 2.41 eV
multiplicity = 2
total charge = +2
energy relative to the best compared isomer or geometry (same formula, charge and spin) = 281.1 kJ/mol
HOMO (spin up / spin down) = -11.1 / -11.1 eV

[2]
This record from the Open Molecules 2025 dataset describes a structure of composition C58H56N8RuS3. The level of theory is ωB97M-V with the def2-TZVPD basis set.

Geometry (Å):
Ru1 0.106 0.219 -0.107
C1 -1.163 2.939 2.881
C2 -1.475 1.437 2.900
C3 -0.282 0.518 3.115
N1 0.612 0.346 1.971
C4 1.899 0.297 2.172
C5 2.539 0.797 3.366
C6 3.729 0.485 3.948
C7 4.720 -0.422 3.526
C8 4.764 -1.010 2.295
C9 3.916 -0.858 1.184
C10 2.703 -0.183 1.020
N2 2.089 -0.058 -0.165
C11 2.788 -0.602 -1.323
C12 2.248 -0.206 -2.692
C13 0.778 -0.573 -2.892
N3 -0.003 0.376 -2.129
C14 -0.299 1.563 -2.595
C15 -0.264 1.882 -3.987
C16 -0.754 2.964 -4.667
C17 -1.356 4.135 -4.192
C18 -1.442 4.512 -2.875
C19 -0.994 3.862 -1.724
C20 -0.462 2.583 -1.536
N4 0.018 2.170 -0.349
C21 0.224 3.153 0.704
C22 -1.040 3.553 1.489
H1 -1.964 3.467 3.405
H2 -0.250 3.143 3.452
H3 -2.163 1.228 3.724
H4 -1.990 1.157 1.980
H5 0.253 0.852 4.003
H6 -0.650 -0.482 3.363
H7 1.955 1.537 3.899
H8 3.931 1.003 4.880
H9 5.538 -0.617 4.209
H10 5.616 -1.659 2.112
H11 4.274 -1.381 0.309
H12 3.838 -0.298 -1.284
H13 2.776 -1.703 -1.265
H14 2.370 0.869 -2.854
H15 2.867 -0.717 -3.434
H16 0.512 -0.616 -3.949
H17 0.607 -1.558 -2.466
H18 0.160 1.116 -4.620
H19 -0.663 2.894 -5.746
H20 -1.732 4.829 -4.934
H21 -1.885 5.485 -2.693
H22 -1.096 4.454 -0.827
H23 0.963 2.740 1.390
H24 0.681 4.042 0.258
H25 -1.064 4.642 1.588
H26 -1.919 3.274 0.900
N5 -2.016 0.190 -0.142
S1 -3.205 -0.619 -0.194
N6 -3.239 -2.033 -1.090
S2 -3.065 -3.465 -0.546
N7 -1.930 -3.885 0.408
S3 -0.380 -3.305 0.265
N8 -0.182 -1.893 0.118
C23 0.273 -3.975 1.785
C24 1.477 -3.389 2.158
C25 2.048 -3.725 3.373
C26 1.415 -4.641 4.205
C27 0.216 -5.224 3.822
C28 -0.366 -4.893 2.605
C29 0.284 -4.388 -0.998
C30 0.960 -5.559 -0.690
C31 1.425 -6.359 -1.727
C32 1.210 -5.989 -3.046
C33 0.525 -4.816 -3.342
C34 0.059 -4.012 -2.316
C35 -4.520 -4.037 0.294
C36 -4.457 -4.605 1.552
C37 -5.637 -5.024 2.153
C38 -6.847 -4.876 1.493
C39 -6.892 -4.306 0.226
C40 -5.725 -3.881 -0.382
C41 -3.037 -4.447 -2.021
C42 -2.753 -5.797 -1.856
C43 -2.689 -6.603 -2.978
C44 -2.910 -6.057 -4.238
C45 -3.195 -4.707 -4.382
C46 -3.262 -3.884 -3.266
C47 -4.562 0.240 -0.960
C48 -4.687 1.570 -0.579
C49 -5.706 2.336 -1.121
C50 -6.582 1.775 -2.042
C51 -6.438 0.450 -2.427
C52 -5.425 -0.329 -1.884
C53 -3.885 -1.138 1.382
C54 -2.954 -1.533 2.328
C55 -3.391 -1.930 3.583
C56 -4.748 -1.917 3.878
C57 -5.672 -1.515 2.922
C58 -5.246 -1.121 1.662
H27 1.937 -2.643 1.522
H28 2.973 -3.252 3.678
H29 1.858 -4.897 5.159
H30 -0.273 -5.938 4.472
H31 -1.295 -5.346 2.293
H32 1.130 -5.845 0.339
H33 1.962 -7.270 -1.499
H34 1.581 -6.614 -3.847
H35 0.353 -4.530 -4.372
H36 -0.486 -3.103 -2.531
H37 -3.508 -4.695 2.058
H38 -5.605 -5.463 3.141
H39 -7.762 -5.208 1.966
H40 -7.837 -4.195 -0.289
H41 -5.747 -3.439 -1.369
H42 -2.564 -6.200 -0.869
H43 -2.460 -7.654 -2.872
H44 -2.856 -6.691 -5.113
H45 -3.364 -4.289 -5.366
H46 -3.454 -2.824 -3.353
H47 -3.978 1.995 0.120
H48 -5.813 3.372 -0.830
H49 -7.372 2.377 -2.470
H50 -7.111 0.021 -3.158
H51 -5.294 -1.357 -2.186
H52 -1.903 -1.516 2.070
H53 -2.671 -2.236 4.331
H54 -5.088 -2.214 4.862
H55 -6.727 -1.502 3.159
H56 -5.962 -0.801 0.916

LUMO energy (spin up / spin down) = -2.3 / -2.3 eV
gap between HOMO and LUMO (spin up / spin down) = 6.03 / 5.99 eV
multiplicity = 2
total charge = +1
energy relative to the best compared isomer or geometry (same formula, charge and spin) = 0.0 kJ/mol
HOMO (spin up / spin down) = -8.3 / -8.3 eV

- What is the formula in the first record?
  C58H55HfNOS3Sb3

- Look up the total charge of the second one.
  +1